1.
The following is a quantum chemistry calculation of a molecular structure, C34H27AuN8O4 in a non-equilibrium geometry, from the Open Molecules 2025 dataset.

ORCA input file:
```
! wB97M-V def2-TZVPD RIJCOSX def2/J DEFGRID3
* xyz 0 1
Au -1.18 -1.02 0.23
O -2.44 -0.58 -1.72
C -2.54 -1.52 -2.81
C -1.62 -2.76 -2.35
O -1.63 -3.76 -3.07
O -0.95 -2.63 -1.30
C -4.01 -1.94 -2.95
C -4.98 -0.92 -2.89
C -6.34 -1.24 -2.87
C -6.79 -2.56 -2.91
C -5.82 -3.57 -3.07
C -4.47 -3.27 -3.09
C -2.04 -0.86 -4.09
C -1.96 0.52 -4.24
C -1.43 1.08 -5.40
C -0.95 0.29 -6.45
C -1.04 -1.11 -6.29
C -1.61 -1.67 -5.15
H -2.34 0.32 -2.05
H -4.68 0.12 -2.85
H -7.05 -0.44 -2.82
H -7.84 -2.79 -2.85
H -6.12 -4.59 -3.22
H -3.74 -4.06 -3.19
H -2.33 1.22 -3.48
H -1.39 2.15 -5.49
H -0.52 0.72 -7.34
H -0.67 -1.77 -7.04
H -1.68 -2.74 -5.02
C 3.00 -3.60 2.66
N 1.65 -2.99 2.49
C 0.94 -2.78 1.38
N -0.06 -1.97 1.66
C 0.06 -1.71 3.01
N 1.08 -2.28 3.57
C 4.20 -2.66 2.71
C 5.52 -3.18 2.81
C 6.59 -2.27 2.88
C 6.45 -0.88 2.80
C 5.15 -0.41 2.71
C 4.05 -1.26 2.69
C 4.84 1.03 2.72
N 5.71 1.99 2.73
N 5.04 3.21 2.58
C 3.76 2.95 2.53
O 3.49 1.53 2.63
C 2.66 3.92 2.48
C 2.91 5.24 2.06
C 1.80 6.08 1.94
C 0.51 5.67 2.23
C 0.28 4.35 2.64
C -1.16 3.88 2.85
N -1.58 2.80 1.94
C -1.10 1.57 1.79
N -1.78 0.93 0.85
C -2.73 1.89 0.44
N -2.69 3.01 1.10
C 1.38 3.47 2.81
H 3.16 -4.29 1.80
H 2.96 -4.16 3.59
H 1.15 -3.25 0.43
H -0.63 -1.12 3.57
H 5.69 -4.24 2.83
H 7.57 -2.69 3.03
H 7.29 -0.18 2.83
H 3.06 -0.80 2.68
H 3.91 5.57 1.83
H 1.96 7.10 1.63
H -0.32 6.37 2.12
H -1.88 4.70 2.68
H -1.29 3.49 3.87
H -0.24 1.19 2.31
H -3.46 1.68 -0.32
H 1.23 2.47 3.19
*
```

Summary:
**HOMO-LUMO gap**: 6.343 eV
**DFT total energy**: -2186.473907 Eh

2.
The following is a quantum chemistry calculation of a molecular structure, C34H27B2InN7O22 in a non-equilibrium geometry, from the Open Molecules 2025 dataset.

ORCA input file:
```
! wB97M-V def2-TZVPD RIJCOSX def2/J DEFGRID3
* xyz 1 1
In 15.08 4.36 28.19
O 9.74 10.29 29.52
C 8.77 11.07 29.67
O 7.52 10.87 29.32
B 6.75 12.18 29.29
O 7.64 13.12 29.93
C 8.87 12.57 30.10
O 9.87 13.13 30.39
O 5.43 12.08 29.92
C 4.51 12.65 29.11
O 3.34 12.92 29.42
C 5.19 12.96 27.75
O 6.48 12.73 27.92
O 4.60 13.49 26.79
O 9.30 5.95 23.34
C 8.43 6.30 22.53
O 8.47 7.38 21.87
B 7.15 7.52 21.16
O 6.47 6.20 21.32
C 7.15 5.55 22.20
O 6.93 4.39 22.63
O 6.37 8.69 21.65
C 6.32 9.69 20.74
O 5.91 10.88 20.92
C 7.02 9.15 19.51
O 7.32 7.84 19.71
O 7.08 9.79 18.46
C 10.29 -2.50 23.62
C 11.04 -1.89 24.73
N 11.63 -1.37 25.58
H 9.25 -2.62 23.93
H 10.60 -3.50 23.35
H 10.43 -1.78 22.81
C 2.61 14.16 12.64
C 2.20 14.68 13.97
N 1.94 15.12 14.99
H 1.67 14.12 12.08
H 3.05 13.16 12.62
H 3.11 14.95 12.08
C 17.66 1.27 19.67
C 16.73 1.88 20.66
N 16.12 2.36 21.54
H 18.00 0.25 19.87
H 18.61 1.77 19.49
H 17.05 1.08 18.79
C 8.02 16.33 13.73
C 7.37 16.66 15.00
N 6.92 16.93 16.04
H 8.33 15.29 13.85
H 8.87 16.98 13.53
H 7.38 16.25 12.85
C 1.53 -5.81 25.26
C 0.99 -6.23 23.97
C 0.63 -5.12 23.12
C 1.05 -3.83 23.27
C 1.69 -3.48 24.47
C 1.87 -4.44 25.42
N 0.82 -2.84 22.25
O -0.19 -2.87 21.56
O 1.57 -1.86 22.22
H 1.74 -6.47 26.09
H 0.83 -7.28 23.76
H 0.12 -5.32 22.20
H 2.06 -2.48 24.63
H 2.38 -4.16 26.33
C 11.01 8.53 8.74
C 11.88 8.41 7.70
C 12.36 9.51 7.05
C 11.83 10.77 7.30
C 10.94 10.93 8.37
C 10.59 9.78 9.08
N 12.52 11.98 6.73
O 13.65 11.77 6.32
O 11.86 12.98 6.74
H 10.74 7.71 9.39
H 12.20 7.40 7.49
H 13.19 9.55 6.35
H 10.60 11.92 8.64
H 9.97 9.96 9.94
C 13.49 4.54 14.99
C 13.60 5.11 16.28
C 14.86 5.71 16.57
C 15.97 5.71 15.72
C 15.85 5.10 14.49
C 14.61 4.47 14.16
N 17.21 6.42 16.01
O 17.70 6.43 17.18
O 17.81 6.96 15.07
H 12.55 4.15 14.63
H 12.92 5.09 17.12
H 14.83 6.28 17.49
H 16.46 5.20 13.61
H 14.48 4.05 13.17
*
```

Summary:
**HOMO-LUMO gap**: 0.575 eV
**Energy above the lowest of the compared OMol25 structures with the same formula, charge and spin**: 28.6 kcal per mole
**DFT total energy**: -3589.582856 Eh